Entry 1:
A molecular structure, C26H29NOP2SeSm in a non-equilibrium geometry, computed with wB97M-V/def2-TZVPD.

For the largest force on an atom, the calculation gives 3.40 eV/A. The charge is +1. The spin multiplicity is 6. The total energy is -4880.056178 a.u.

Structure (XYZ):
```
61
Properties=species:S:1:pos:R:3:mulliken_spin:R:1
C -1.114 3.413 -2.916 0.001
C -0.980 2.077 -2.537 -0.006
C 0.331 1.570 -2.367 -0.003
C 1.440 2.318 -2.746 -0.006
C 1.288 3.640 -3.167 0.002
C 0.007 4.193 -3.222 -0.001
C 2.821 1.704 -2.499 -0.002
C 2.797 0.185 -2.574 -0.005
C 1.607 -0.439 -2.231 -0.003
C 1.467 -1.849 -2.338 -0.001
C 2.627 -2.600 -2.528 0.000
C 3.861 -1.974 -2.752 0.000
C 3.939 -0.580 -2.815 0.000
H -2.119 3.842 -2.977 0.000
H 2.178 4.218 -3.433 0.000
H -0.125 5.235 -3.513 0.000
H 3.514 2.083 -3.253 0.000
H 2.558 -3.692 -2.520 0.000
H 4.758 -2.581 -2.900 0.000
H 4.871 -0.066 -3.058 0.000
N 0.551 0.342 -1.707 -0.014
Sm 0.213 0.053 0.366 5.072
C -2.174 1.176 -2.281 0.004
H -2.034 0.196 -2.771 0.001
H -3.093 1.640 -2.665 0.000
C 0.094 -2.482 -2.273 0.000
H -0.637 -1.875 -2.835 0.002
H 0.121 -3.495 -2.702 -0.001
P -2.441 0.859 -0.463 -0.002
P -0.584 -2.660 -0.511 -0.009
C 0.462 -4.033 0.040 -0.002
H 0.225 -4.260 1.083 0.000
H 0.269 -4.914 -0.585 0.000
H 1.520 -3.758 -0.032 0.002
C -2.114 -3.524 -0.978 -0.002
H -1.854 -4.347 -1.656 -0.001
H -2.601 -3.930 -0.087 0.000
H -2.808 -2.840 -1.477 0.001
C -3.200 2.441 0.024 -0.002
H -4.277 2.443 -0.196 0.000
H -3.040 2.553 1.105 0.000
H -2.698 3.269 -0.492 0.001
C -3.867 -0.280 -0.531 -0.001
H -3.767 -0.976 0.316 0.000
H -4.818 0.268 -0.451 0.000
H -3.843 -0.857 -1.466 0.000
C 3.242 2.051 -1.166 0.000
O 2.672 1.803 -0.119 0.000
H 4.153 2.573 -1.442 0.000
Se -1.548 -2.110 1.983 -0.019
C -0.110 -1.014 2.603 -0.007
C -0.402 0.339 2.920 -0.013
C 0.582 1.326 2.773 0.001
C 1.873 0.978 2.326 0.003
C 2.225 -0.383 2.203 -0.004
C 1.240 -1.379 2.359 0.005
H -1.417 0.588 3.213 0.002
H 0.366 2.363 3.027 0.001
H 2.636 1.750 2.176 0.002
H 3.271 -0.663 2.029 0.000
H 1.493 -2.433 2.274 0.003
```

Entry 2:
A molecular structure, C26H30BBrCl2N8O5W in a non-equilibrium geometry, computed with wB97M-V/def2-TZVPD.

For the largest force on an atom, the calculation gives 1.07 eV/A. The charge is 0. The calculation puts the energy above the lowest of the compared OMol25 structures with the same formula, charge and spin at 0.0 kJ/mol. The total energy is -5409.492652 a.u.

Structure (XYZ):
```
74
Properties=species:S:1:pos:R:3:mulliken_charge:R:1
W -0.134 0.411 -0.204 1.148
C 3.235 -4.879 -0.052 -1.033
N 2.031 -4.796 -0.859 0.088
C 2.171 -5.274 -2.222 -0.975
C 1.034 -3.969 -0.446 0.999
O 1.056 -3.391 0.626 -0.611
C -0.173 -3.831 -1.373 -0.768
O -1.093 -2.896 -0.891 -0.367
C -1.716 -3.258 0.297 -1.329
C -1.403 -2.302 1.434 0.117
O -0.875 -1.196 1.279 0.140
N -1.801 -2.690 2.655 0.254
C -1.612 -1.769 3.774 -0.859
C -2.637 -3.863 2.862 -0.945
H 4.001 -4.189 -0.417 0.312
H 3.626 -5.896 -0.098 0.352
H 2.998 -4.620 0.975 0.273
H 2.848 -4.634 -2.795 0.303
H 1.217 -5.311 -2.737 0.360
H 2.580 -6.285 -2.206 0.304
H -0.638 -4.818 -1.503 0.416
H 0.131 -3.467 -2.348 0.094
H -1.445 -4.275 0.596 0.554
H -2.804 -3.237 0.153 0.372
H -0.641 -1.291 3.686 0.042
H -1.646 -2.340 4.699 0.497
H -2.370 -0.984 3.791 0.321
H -2.176 -4.764 2.460 0.320
H -3.629 -3.744 2.419 0.310
H -2.763 -4.007 3.932 0.352
Br 3.514 -0.600 0.146 -0.013
C 2.570 0.095 1.621 0.223
C 3.264 0.068 2.822 -0.761
C 2.649 0.509 3.976 -0.582
C 1.339 0.942 3.880 -0.833
C 0.713 0.930 2.652 0.549
N 1.309 0.535 1.496 0.113
C -0.742 1.347 2.575 0.324
O -1.341 1.612 3.604 -0.748
O -1.214 1.366 1.383 -0.697
H 4.278 -0.302 2.824 0.474
H 3.174 0.495 4.922 0.428
H 0.760 1.287 4.725 0.553
B -1.411 1.690 -3.089 0.481
N -0.890 2.759 -2.073 -0.082
C -1.003 4.088 -2.170 -0.142
C -0.577 4.667 -0.988 -1.232
C -0.214 3.587 -0.192 -0.173
N -0.397 2.447 -0.854 0.084
N -2.426 0.818 -2.277 -0.152
C -3.740 0.692 -2.485 -0.133
C -4.311 0.061 -1.394 -1.506
C -3.242 -0.160 -0.532 -0.236
N -2.111 0.284 -1.080 0.226
H -0.523 1.020 -3.533 -0.267
H -2.034 2.271 -3.941 -0.184
H -1.391 4.527 -3.074 0.451
H -0.541 5.713 -0.739 0.427
H 0.172 3.569 0.813 0.428
H -4.176 1.071 -3.393 0.454
H -5.347 -0.181 -1.237 0.459
H -3.237 -0.565 0.465 0.716
Cl 2.970 2.512 -1.001 -0.167
C 2.847 1.548 -2.433 1.045
C 3.740 1.834 -3.452 -0.710
C 3.729 1.094 -4.621 -0.451
C 2.824 0.057 -4.759 -0.534
C 1.945 -0.220 -3.729 0.731
Cl 0.828 -1.524 -3.972 -0.252
C 1.903 0.508 -2.530 -1.239
N 1.002 0.200 -1.543 0.593
H 4.442 2.644 -3.313 0.448
H 4.423 1.324 -5.418 0.391
H 2.786 -0.539 -5.660 0.457
```

Entry 3:
A molecular structure, C26H30BF2GeIN2STi, computed with wB97M-V/def2-TZVPD.

For the largest force on an atom, the calculation gives 0.77 eV/A. The charge is 0. The calculation puts the energy above the lowest of the compared OMol25 structures with the same formula, charge and spin at 0.0 kJ/mol. The total energy is -4965.125504 a.u.

Structure (XYZ):
```
65
Properties=species:S:1:pos:R:3:mulliken_charge:R:1
Ti -0.107 -0.764 -1.422 -0.292
I -3.062 -0.213 -1.762 0.087
C -2.804 -0.115 -3.816 0.366
C -3.808 0.382 -4.593 -0.680
C -3.671 0.349 -6.000 -0.541
C -2.570 -0.227 -6.558 -0.885
C -1.535 -0.767 -5.752 0.939
C -0.440 -1.449 -6.339 -0.768
C 0.516 -2.004 -5.546 -1.162
C 0.463 -1.830 -4.141 -0.216
C -0.540 -1.135 -3.502 -0.173
C -1.601 -0.663 -4.341 1.058
H -4.710 0.781 -4.149 0.394
H -4.456 0.759 -6.622 0.382
H -2.473 -0.294 -7.635 0.358
H -0.396 -1.539 -7.418 0.348
H 1.337 -2.561 -5.982 0.388
H 1.288 -2.249 -3.571 0.441
C -0.866 -2.498 1.140 -0.489
C -1.290 -2.382 2.270 -0.354
C -1.752 -2.180 3.612 0.586
C -0.919 -2.541 4.681 -0.174
C -1.316 -2.319 5.990 -0.569
C -2.550 -1.738 6.252 -0.406
C -3.382 -1.382 5.198 -0.546
C -2.991 -1.601 3.888 -0.331
H 0.036 -3.006 4.468 0.470
H -0.664 -2.608 6.804 0.405
H -2.866 -1.569 7.273 0.406
H -4.346 -0.931 5.397 0.403
H -3.638 -1.316 3.068 0.486
C 2.798 0.415 1.398 -0.679
Ge 2.932 0.843 -0.509 0.533
C 4.851 0.859 -0.899 -1.289
C 2.296 2.630 -0.971 -1.046
C 1.973 -0.489 -1.553 -1.014
H 2.911 1.308 2.018 0.157
H 3.607 -0.273 1.650 0.488
H 1.857 -0.079 1.639 -0.009
H 5.344 1.638 -0.314 0.361
H 5.036 1.056 -1.956 0.361
H 5.307 -0.100 -0.650 0.371
H 2.640 3.367 -0.245 0.219
H 1.210 2.686 -1.043 0.281
H 2.721 2.893 -1.941 0.455
H 2.394 -1.470 -1.297 0.323
H 2.180 -0.269 -2.606 0.526
C 0.232 3.843 1.321 -1.107
N 0.380 2.617 2.070 0.375
C 0.897 2.639 3.438 -0.648
C 0.737 1.180 3.900 -0.607
N -0.117 0.641 2.855 0.335
C -0.208 1.452 1.803 -0.264
S -1.096 1.017 0.399 -0.454
H 1.205 4.281 1.106 0.328
H -0.358 4.555 1.904 0.313
H -0.277 3.624 0.387 0.357
H 0.308 3.334 4.044 0.414
H 1.936 2.973 3.444 0.376
H 0.258 1.104 4.875 0.379
H 1.691 0.651 3.930 0.300
H -0.361 -0.332 2.746 -0.119
F 0.997 -3.385 -0.219 -0.284
B -0.165 -2.653 -0.263 0.676
F -1.003 -2.947 -1.354 -0.338
```